# C3H5FN4

The molecule C3H5FN4 (wB97M-V/def2-TZVPD, OMol25).

Values from the calculation:
Net charge: 0
Frontier orbital gap (spin up / spin down) in eV: 8.21 / 8.22
F_max in eV Å⁻¹: 3.7
E_HOMO (spin up / spin down) in eV: -7.96 / -7.96
2S+1: 1
Relative energy (zero: lowest compared OMol25 entry of this formula, charge and spin) in kcal/mol: 140.29

XYZ file:
```
13
Properties=species:S:1:pos:R:3:lowdin_charge:R:1
C 0.893 2.851 0.333 -0.20
C -0.762 0.384 -0.304 -0.14
C 0.583 -1.655 0.228 -0.05
N 1.254 1.735 0.118 0.00
N 1.505 0.508 0.058 0.06
N 0.397 -0.275 -0.063 -0.27
N -1.865 -0.366 -0.393 0.07
F 0.815 3.874 -0.425 0.10
H 1.650 -1.885 -0.012 0.10
H 0.314 -1.633 1.324 0.11
H -0.194 -2.174 -0.438 0.10
H -2.764 -0.023 -0.332 0.05
H -1.825 -1.338 -0.095 0.07
```

=====

# C18H41ClNO5PSi

A cluster of 2 separate species, C18H41ClNO5PSi in total (wB97M-V/def2-TZVPD, OMol25).

Values from the calculation:
Net charge: 0
Frontier orbital gap in eV: 10.26
F_max in eV Å⁻¹: 1.5
SMILES: CCOP(=O)(CCC[Si@H](Cl)CCCCCCCCOC)OCC.CC(N)=O
E_HOMO in eV: -9.73
2S+1: 1

XYZ file:
```
68
Properties=species:S:1:pos:R:3:lowdin_charge:R:1
C -0.881 2.675 2.039 -0.07
C -0.318 1.677 3.024 -0.26
O 1.008 2.046 3.436 -0.18
P 2.273 1.329 2.748 0.47
O 2.970 0.456 3.663 -0.23
C 1.859 0.522 1.176 -0.21
C 1.487 -0.953 1.369 -0.27
C 0.825 -1.541 0.085 -0.30
Si -0.903 -2.181 0.397 0.30
Cl -1.376 -3.427 -1.222 0.32
C -2.183 -0.840 0.709 -0.29
C -3.533 -1.090 -0.010 -0.27
C -3.563 -0.799 -1.507 -0.23
C -3.685 0.686 -1.874 -0.19
C -2.351 1.440 -1.966 -0.21
C -2.056 1.921 -3.381 -0.22
C -0.692 2.591 -3.444 -0.17
C 0.442 1.580 -3.310 -0.25
O 1.454 1.867 -4.247 -0.18
C 2.703 1.317 -3.892 -0.11
O 3.239 2.548 2.349 -0.19
C 2.599 3.621 1.638 -0.30
C 3.540 4.209 0.613 -0.06
H -0.474 3.652 2.260 0.08
H -1.953 2.766 2.155 0.08
H -0.673 2.435 1.006 0.05
H -0.924 1.739 3.917 0.12
H -0.383 0.652 2.684 0.09
H 1.073 1.062 0.670 0.07
H 2.763 0.543 0.581 0.11
H 0.885 -1.088 2.262 0.08
H 2.394 -1.505 1.549 0.11
H 0.778 -0.775 -0.680 0.05
H 1.459 -2.329 -0.300 0.07
H -0.853 -3.047 1.591 -0.01
H -2.389 -0.871 1.776 0.07
H -1.832 0.158 0.494 0.05
H -3.824 -2.111 0.209 0.09
H -4.267 -0.450 0.467 0.10
H -4.410 -1.321 -1.940 0.11
H -2.677 -1.161 -2.012 0.07
H -4.109 0.712 -2.871 0.10
H -4.385 1.194 -1.219 0.11
H -1.525 0.811 -1.663 0.09
H -2.382 2.324 -1.339 0.11
H -2.084 1.073 -4.061 0.12
H -2.823 2.622 -3.685 0.11
H -0.627 3.283 -2.610 0.11
H -0.545 3.108 -4.380 0.11
H 0.024 0.584 -3.489 0.12
H 0.853 1.573 -2.302 0.11
H 2.601 0.361 -3.382 0.08
H 3.278 1.989 -3.256 0.08
H 3.263 1.141 -4.803 0.09
H 2.253 4.367 2.345 0.12
H 1.721 3.281 1.096 0.08
H 3.990 3.390 0.068 0.08
H 2.937 4.792 -0.068 0.08
H 4.285 4.826 1.093 0.08
O 1.896 -5.348 1.872 0.03
C 0.967 -6.122 2.000 -0.60
N -0.251 -5.860 1.457 0.15
C 1.091 -7.420 2.764 -0.01
H -1.040 -6.472 1.539 0.10
H -0.349 -5.000 0.945 0.02
H 1.381 -7.198 3.789 0.09
H 1.867 -8.027 2.301 0.08
H 0.161 -7.986 2.776 0.07
```

=====

# C5H14N2

The ion C5H14N2 with charge +1 (wB97M-V/def2-TZVPD, OMol25).

Values from the calculation:
Net charge: +1
Frontier orbital gap (spin up / spin down) in eV: 10.13 / 4.15
F_max in eV Å⁻¹: 5.1
E_HOMO (spin up / spin down) in eV: -13.55 / -13.13
Expectation value of S²: 0.76
2S+1: 2
Relative energy (zero: lowest compared OMol25 entry of this formula, charge and spin) in kcal/mol: 75.58

XYZ file:
```
21
Properties=species:S:1:pos:R:3:lowdin_charge:R:1
C -0.868 2.115 0.008 -0.10
C 0.386 1.370 0.279 -0.41
C 0.397 0.097 -0.664 -0.17
C -0.837 -0.746 -0.531 -0.14
C -0.589 -2.271 -0.194 -0.17
N -0.025 -2.672 1.123 0.24
N 1.592 2.185 -0.107 0.09
H -1.237 2.099 -1.047 0.09
H -1.811 1.639 0.614 0.13
H -0.849 3.187 0.301 0.09
H 0.317 1.127 1.328 0.13
H 0.279 0.386 -1.618 0.08
H 1.344 -0.430 -0.669 0.13
H -1.522 -0.681 -1.376 0.14
H -1.381 -0.577 0.525 0.15
H -1.591 -2.759 -0.182 0.14
H -0.135 -2.664 -1.163 0.16
H 1.035 -2.571 1.295 0.18
H -0.490 -2.316 1.950 0.13
H 1.719 1.687 -0.905 0.01
H 2.417 1.896 0.440 0.10
```

=====

# C4H6N2O8

A cluster of 2 separate species, C4H6N2O8 in total (wB97M-V/def2-TZVPD, OMol25).

Values from the calculation:
Net charge: 0
Frontier orbital gap in eV: 8.56
F_max in eV Å⁻¹: 5.9
SMILES: O=[N+]([O-])/C(O)=C/O.O=[N+]([O-])/C(O)=C\O
E_HOMO in eV: -9.31
2S+1: 1
Relative energy (zero: lowest compared OMol25 entry of this formula, charge and spin) in kcal/mol: 16.24

XYZ file:
```
20
Properties=species:S:1:pos:R:3:lowdin_charge:R:1
C -0.592 -1.867 1.587 -0.06
C -0.111 2.361 -1.125 -0.12
C -0.196 1.295 -1.855 -0.33
C 0.570 -1.204 1.334 -0.29
N -1.151 0.321 -1.504 -0.32
N 1.330 -0.683 2.375 -0.33
O -1.147 -0.694 -2.185 0.09
O 0.908 -0.840 3.524 0.07
O -1.310 -2.439 0.643 0.08
O -1.772 0.541 -0.475 0.06
O 2.415 -0.141 2.061 0.06
O -0.743 2.772 -0.076 0.07
O 0.596 1.050 -2.906 0.08
O 1.081 -0.881 0.131 0.07
H -0.986 -1.944 2.573 0.14
H 0.655 3.242 -1.494 0.21
H -0.848 -2.499 -0.224 0.13
H -1.477 2.205 0.303 0.14
H 0.749 0.082 -3.007 0.13
H 2.030 -0.676 0.320 0.12
```

=====

# C17H12F3N3RuS2

A structure of composition C17H12F3N3RuS2 (wB97M-V/def2-TZVPD, OMol25).

Values from the calculation:
Net charge: +2
Frontier orbital gap (spin up / spin down) in eV: 7.32 / 5.19
F_max in eV Å⁻¹: 0.2
E_HOMO (spin up / spin down) in eV: -14.89 / -14.77
Expectation value of S²: 6.06
2S+1: 5
Relative energy (zero: lowest compared OMol25 entry of this formula, charge and spin) in kcal/mol: 0.00

XYZ file:
```
38
Properties=species:S:1:pos:R:3:lowdin_charge:R:1
Ru -1.218 0.865 -0.182 1.12
C -3.491 6.080 -0.400 -0.34
S -1.783 5.507 -0.373 0.95
C -1.993 3.817 -0.271 -1.02
S -0.422 2.935 -0.225 0.68
N -3.141 3.227 -0.237 -0.03
N -3.029 1.863 -0.161 -0.19
C -4.090 1.142 -0.075 0.01
C -3.910 -0.307 0.002 -0.24
C -4.974 -1.173 0.132 0.04
C -4.720 -2.541 0.214 0.02
C -3.413 -2.988 0.158 0.01
C -2.388 -2.061 0.020 -0.08
N -2.622 -0.751 -0.057 -0.05
H -3.428 7.164 -0.471 0.05
H -3.996 5.794 0.519 0.05
H -4.007 5.679 -1.268 0.05
H -5.072 1.604 -0.062 0.16
H -5.984 -0.788 0.173 0.14
H -5.539 -3.240 0.319 0.14
H -3.175 -4.041 0.213 0.13
H -1.354 -2.371 -0.038 0.12
F 6.836 -3.875 0.115 0.18
C 6.919 -2.546 0.206 -0.60
F 7.616 -2.094 -0.838 0.18
F 7.569 -2.234 1.323 0.18
C 5.521 -1.950 0.183 -0.02
C 5.062 -1.172 1.249 0.05
C 3.794 -0.653 1.205 0.05
C 2.966 -0.917 0.076 -0.20
C 3.456 -1.708 -1.004 0.04
C 4.724 -2.214 -0.942 0.04
C 1.689 -0.399 0.027 -0.01
C 0.538 0.081 -0.027 -0.16
H 5.707 -0.985 2.096 0.14
H 3.411 -0.046 2.013 0.14
H 2.822 -1.891 -1.859 0.14
H 5.119 -2.815 -1.750 0.15
```

=====

# C4H7NO

A cluster of 2 separate species, C4H7NO in total (wB97M-V/def2-TZVPD, OMol25).

Values from the calculation:
Net charge: 0
Frontier orbital gap in eV: 10.62
F_max in eV Å⁻¹: 0.4
SMILES: O[C@H]1C[C@]12C=N2.[H][H]
E_HOMO in eV: -9.59
2S+1: 1
Relative energy (zero: lowest compared OMol25 entry of this formula, charge and spin) in kcal/mol: 117.96

XYZ file:
```
13
Properties=species:S:1:pos:R:3:lowdin_charge:R:1
O 1.407 1.095 0.178 -0.04
C 0.780 0.124 -0.603 -0.32
C 1.002 -1.372 -0.313 -0.02
C -1.675 -0.827 0.259 -0.03
N -1.017 -0.496 1.282 0.19
C -0.280 -0.698 -0.011 -0.39
H 1.048 1.023 1.074 0.08
H 0.729 0.432 -1.645 0.14
H 1.656 -1.608 0.525 0.11
H 1.071 -2.057 -1.157 0.10
H -2.700 -1.040 -0.020 0.11
H -0.710 2.499 0.260 0.02
H -1.313 2.926 0.172 0.04
```

=====

Which value of F_max does entry 1 give? 3.7 eV Å⁻¹

=====

What did the first record say?
# C3H5FN4

The molecule C3H5FN4 (wB97M-V/def2-TZVPD, OMol25).

Values from the calculation:
Net charge: 0
Frontier orbital gap (spin up / spin down) in eV: 8.21 / 8.22
F_max in eV Å⁻¹: 3.7
E_HOMO (spin up / spin down) in eV: -7.96 / -7.96
2S+1: 1
Relative energy (zero: lowest compared OMol25 entry of this formula, charge and spin) in kcal/mol: 140.29

XYZ file:
```
13
Properties=species:S:1:pos:R:3:lowdin_charge:R:1
C 0.893 2.851 0.333 -0.20
C -0.762 0.384 -0.304 -0.14
C 0.583 -1.655 0.228 -0.05
N 1.254 1.735 0.118 0.00
N 1.505 0.508 0.058 0.06
N 0.397 -0.275 -0.063 -0.27
N -1.865 -0.366 -0.393 0.07
F 0.815 3.874 -0.425 0.10
H 1.650 -1.885 -0.012 0.10
H 0.314 -1.633 1.324 0.11
H -0.194 -2.174 -0.438 0.10
H -2.764 -0.023 -0.332 0.05
H -1.825 -1.338 -0.095 0.07
```

=====

Which value of F_max does entry 3 give? 5.1 eV Å⁻¹